C4H9N4O2 | the ωB97M-V functional and the def2-TZVPD basis

```
19
C4H9N4O2 | the OMol25 dataset | the ωB97M-V functional and the def2-TZVPD basis
C 0.72 -1.34 0.92
N 0.16 -0.68 -0.22
C -0.03 -1.14 -1.41
N -0.47 -0.16 -2.22
C -0.34 1.10 -1.52
O 0.92 1.72 -1.93
N 0.64 3.15 -2.28
O 1.62 3.70 -2.50
N -0.22 0.68 -0.14
C 0.43 1.54 0.74
H 0.25 -1.73 1.75
H 1.33 -2.22 0.54
H 1.45 -0.61 1.38
H 0.13 -2.12 -1.71
H -0.51 -0.30 -3.33
H -1.16 1.96 -1.71
H 1.56 1.83 0.67
H -0.14 2.47 0.91
H 0.36 1.20 1.83
```

Values from the calculation:
Energy, eV: -14337.843
Lowest unoccupied orbital energy, eV: -3.7
Frontier orbital gap, eV: 9.791
Maximum force, eV/Å: 5.176
E_HOMO, eV: -13.5
Relative energy (zero: lowest compared OMol25 entry of this formula, charge and spin), eV: 4.3606
Total charge: +1